1.
C20H47N8O6S | ωB97M-V/def2-TZVPD

Atoms and positions in Å:
N 3.4143 -3.8338 -2.6423
C 3.0562 -2.6788 -2.2651
C 1.6310 -2.2941 -1.9085
N 1.0765 -2.9897 -0.7928
S 0.4559 -4.5130 -1.1367
H 4.4224 -3.8364 -2.7992
H 3.8138 -1.8808 -2.1667
H 1.6557 -1.2349 -1.6052
H 1.0237 -2.3569 -2.8446
H 0.4523 -4.6081 -2.4865
C 7.2083 -2.8276 -1.5115
O 6.3777 -2.7670 -2.3962
N 8.1093 -3.8213 -1.3826
C 9.0761 -3.8499 -0.3062
C 8.0731 -4.8974 -2.3566
H 7.2859 -2.0689 -0.7132
H 10.0955 -3.8512 -0.7012
H 8.9439 -4.7413 0.3112
H 8.9523 -2.9703 0.3233
H 8.2397 -4.5150 -3.3645
H 7.1024 -5.3941 -2.3489
H 8.8507 -5.6170 -2.1085
C -4.3589 -2.0249 1.0600
O -5.3073 -2.1767 1.8262
N -3.7029 -3.0109 0.4507
C -2.5744 -2.7791 -0.4442
C -4.1163 -4.3807 0.6943
H -3.9609 -1.0270 0.8117
H -2.7963 -3.1679 -1.4384
H -1.6771 -3.2819 -0.0894
H -2.3785 -1.7109 -0.5121
H -5.1525 -4.5332 0.3883
H -4.0433 -4.6238 1.7550
H -3.4619 -5.0390 0.1279
C -7.9489 2.6457 2.0390
O -8.7560 2.6253 1.1233
N -7.2139 1.5997 2.4392
C -6.2780 1.6962 3.5388
C -7.3455 0.3200 1.7541
H -7.7570 3.5586 2.6303
H -5.2638 1.4657 3.2083
H -6.5417 0.9990 4.3362
H -6.2937 2.7089 3.9398
H -7.0857 0.4247 0.7007
H -8.3730 -0.0397 1.8134
H -6.6739 -0.4014 2.2132
C 1.8144 1.6687 0.2886
O 0.8220 1.6444 -0.4057
N 3.0802 1.6957 -0.1884
C 4.2259 1.7986 0.6793
C 3.2779 1.6215 -1.6256
H 1.7726 1.6845 1.3923
H 4.7898 2.7147 0.4747
H 4.8942 0.9435 0.5447
H 3.8938 1.8178 1.7163
H 2.7674 2.4452 -2.1268
H 2.8752 0.6860 -2.0147
H 4.3437 1.6677 -1.8412
C 8.9823 -0.2824 0.9985
O 9.3087 -1.2446 1.6689
N 8.7794 0.9537 1.4902
C 8.3922 2.0606 0.6410
C 8.9534 1.1671 2.9159
H 8.8243 -0.3465 -0.0919
H 9.1394 2.8560 0.6782
H 7.4307 2.4716 0.9549
H 8.3022 1.7112 -0.3858
H 9.9708 0.9223 3.2218
H 8.2726 0.5348 3.4861
H 8.7495 2.2118 3.1401
C -11.9286 6.6356 -0.8958
O -12.6627 7.1083 -1.7458
N -11.2343 5.4939 -1.0320
C -10.3730 4.9701 0.0131
C -11.3549 4.7568 -2.2770
H -11.7694 7.1202 0.0832
H -9.3425 4.8868 -0.3322
H -10.6917 3.9806 0.3356
H -10.4044 5.6461 0.8667
H -11.0334 5.3671 -3.1216
H -12.3902 4.4642 -2.4555
H -10.7327 3.8671 -2.2143

Its charge is -1. The calculation puts the max |F| at 0.503 eV Å⁻¹. Its spin multiplicity is 1.

Atom charges from the Mulliken analysis, given in e for atoms 1 to 4:
1 N -0.7078
2 C -0.0078
3 C 0.2538
4 N -0.6516

---

2.
C19H24N2O4S | ωB97M-V/def2-TZVPD

Atoms and positions in Å:
C 2.9477 3.5386 -0.0742
C 3.0133 3.4775 -1.5981
O 2.8088 2.1715 -2.0993
C 1.5568 1.6423 -2.1278
C 1.4747 0.3077 -2.5321
C 0.2650 -0.3498 -2.5814
C -0.9128 0.3118 -2.2445
C -0.8360 1.6533 -1.8792
C 0.3798 2.3123 -1.8099
H 0.3853 3.3511 -1.5190
H -1.7397 2.2032 -1.6594
N -2.1521 -0.3460 -2.2613
S -2.5038 -1.5402 -3.3789
O -1.7216 -1.2809 -4.5476
O -3.9312 -1.5548 -3.4991
C -2.0023 -3.1200 -2.6499
H -2.6196 -3.8778 -3.1146
H -2.1838 -3.0876 -1.5813
H -0.9578 -3.2940 -2.8677
C -3.0105 -0.2898 -1.0953
H -3.3151 0.7381 -0.8774
H -3.8942 -0.8790 -1.3426
C -2.2599 -0.9202 0.0811
O -2.3261 -2.1078 0.3276
N -1.4727 -0.0409 0.7418
C -0.4794 -0.3815 1.6959
C 0.8273 0.0128 1.4374
C 1.8374 -0.2791 2.3329
C 1.5571 -0.9711 3.5033
C 0.2431 -1.3421 3.7549
C -0.7936 -1.0541 2.8779
C -2.1999 -1.4361 3.2098
H -2.8754 -0.6005 3.0307
H -2.2798 -1.7429 4.2492
H -2.5216 -2.2591 2.5725
H 0.0152 -1.8668 4.6721
C 2.6368 -1.3123 4.4845
H 3.5875 -0.8798 4.1841
H 2.7545 -2.3932 4.5530
H 2.3819 -0.9430 5.4765
H 2.8493 0.0287 2.1151
H 1.0483 0.5383 0.5187
H -1.3339 0.8580 0.2979
H 0.2273 -1.3771 -2.8987
H 2.3887 -0.2000 -2.7955
H 2.3063 4.1835 -2.0503
H 4.0201 3.7394 -1.9347
H 3.6717 2.8490 0.3523
H 3.1792 4.5454 0.2620
H 1.9598 3.2649 0.2884

As for the SMILES: CCOc1ccc(N(CC(=O)Nc2ccc(C)cc2C)S(C)(=O)=O)cc1. Its charge is 0. The calculation puts the max |F| at 1.064 eV Å⁻¹. Its energy relative to the best compared isomer or geometry (same formula, charge and spin) is 1.520 eV. Its spin multiplicity is 1.

Atom charges from the Mulliken analysis, given in e for atoms 1 to 4:
1 C -0.9458
2 C -0.4497
3 O -0.4848
4 C 0.5524

---

3.
C7H13BINO7S2 | ωB97M-V/def2-TZVPD

Atoms and positions in Å:
C -1.7905 0.0075 1.8696
C -2.0631 0.1660 0.3792
C -0.9667 0.8950 -0.3964
I -1.2647 3.0432 -0.1500
C 0.4602 0.3958 -0.0898
C 0.6312 -0.8757 -0.9844
O -0.1278 -1.7739 -1.0790
N 1.8742 -0.7742 -1.7568
C 2.6735 0.0982 -0.8915
S 4.1809 0.6464 -1.7177
C 1.7336 1.2309 -0.4483
B 2.3453 2.1356 0.7202
O 1.6718 3.1752 1.2902
O 3.6384 1.9176 1.1862
H -2.7102 -0.2870 2.3723
H -1.4191 0.9412 2.3212
H -1.0556 -0.7792 2.0570
H -2.9751 0.7509 0.2538
H -2.2641 -0.8193 -0.0685
H -1.1444 0.7633 -1.4639
H 0.5598 0.0902 0.9562
H 1.6066 -0.2271 -2.5777
H 2.8845 -0.5391 -0.0245
H 4.9128 -0.4264 -1.4096
H 1.5227 1.8540 -1.3307
H 1.7390 3.1911 2.2473
H 3.8458 1.0026 1.3842
O -5.1345 -3.3449 -0.1518
S -3.7049 -3.1755 -0.5335
O -3.2425 -4.3471 -1.3215
O -2.8681 -3.0173 0.7043
O -3.5489 -1.9180 -1.3462

Its charge is -2. The calculation puts the max |F| at 1.006 eV Å⁻¹. Its spin multiplicity is 1.

Atom charges from the Mulliken analysis, given in e for atoms 1 to 4:
1 C -1.2184
2 C 0.3666
3 C -1.0030
4 I -0.0924

---

4.
C3H4F2 | ωB97M-V/def2-TZVPD

Atoms and positions in Å:
C 0.4187 0.9843 -0.9876
C 0.2258 0.9084 0.2834
C -0.1181 -1.0721 1.2301
F 0.0636 1.8828 1.1647
F 0.7950 -1.7945 0.4938
H 0.7523 1.9645 -1.2898
H 0.3101 0.0754 -1.5296
H -0.0323 -1.0477 2.2602
H -1.1922 -1.2421 1.0164

Its charge is 0. The calculation puts the max |F| at 5.939 eV Å⁻¹. Its energy relative to the best compared isomer or geometry (same formula, charge and spin) is 3.358 eV. Its spin multiplicity is 1.

Atom charges from the Mulliken analysis, given in e for atoms 1 to 4:
1 C -0.6255
2 C 0.2301
3 C -0.3130
4 F -0.2176

---

| no. | frontier orbital gap (eV) |
| --- | --- |
| 1 | 3.27 |
| 2 | 8.94 |
| 3 | 3.13 |
| 4 | 10.51 |